The following is a quantum chemistry calculation of 12 unconnected molecules or ions with the total composition C27H80BFN2O15S11, from the OMol25 dataset.

For the energy, the calculation gives -185565.264 eV. The value obtained for the gap between HOMO and LUMO is 8.58 eV. Its total charge is 0. Its lowest unoccupied orbital energy is 0.0203 Ha. The HOMO energy comes out at -8.027 eV.

Last columns: bonded neighbours and bond lengths (Å).
Cartesian coordinates (Å):
1 H -2.6387 4.2456 -12.4067  C135 1.090
2 H -5.8703 1.3697 1.6699  N24 1.012
3 H -3.7828 1.2139 -0.8351  O4 0.962
4 O -3.3074 1.8535 -1.3740  H3 0.962, B51 1.384
5 H 7.9371 -10.2554 11.8958  C53 1.090
6 O 0.0017 1.2581 -6.0490  S101 1.492
7 S 2.5483 -0.0392 1.5096  C70 1.795, C76 1.784, O89 1.493
8 H -3.6427 0.7483 4.3467  C137 1.093
9 H 0.5645 -5.5822 5.0824  C124 1.090
10 C -1.3228 2.1461 -3.9706  H40 1.091, S101 1.790, H114 1.089, H133 1.088
11 C 2.6143 -5.7015 9.0203  S37 1.796, H38 1.090, H67 1.090, H116 1.088
12 H 1.1074 -4.3919 -1.4534  C85 1.090
13 H 2.0874 -5.6731 -0.6879  C85 1.088
14 H -7.6782 -1.4708 6.1584  C115 1.090
15 S -5.3770 -1.2757 5.5556  C33 1.791, C115 1.795, O136 1.491
16 H 4.2890 -7.8840 9.5294  C103 1.088
17 H 1.6739 -3.2262 -3.5675  C41 1.090
18 O 7.3723 4.3461 -4.5830  S25 1.489
19 H -2.2771 2.6108 2.3505  C54 1.105
20 C -4.4499 2.5572 2.4505  N24 1.442, H32 1.104, O45 1.432, C54 1.555
21 H 1.6001 1.7658 -2.6412  C90 1.088
22 H -2.9588 6.0529 -10.5859  C102 1.090
23 H 4.3116 -9.3116 12.5332  C78 1.088
24 N -5.1540 1.3008 2.3809  H2 1.012, C20 1.442, H30 1.015
25 S 8.1698 3.1433 -4.2152  O18 1.489, C105 1.796, C130 1.788
26 O -5.6753 7.1204 -11.4617  S81 1.489
27 H -4.5547 5.3418 -10.2347  C102 1.088
28 H -9.0152 7.0401 -12.6870  C91 1.090
29 O -3.7066 2.8040 -9.3347  S97 1.491
30 H -5.5713 1.0138 3.2608  N24 1.015
31 H 0.9558 1.6876 1.1573  C70 1.091
32 H -4.9964 3.3196 3.0337  C20 1.104
33 C -5.7490 -2.7008 4.5366  S15 1.791, H98 1.090, H111 1.090, H129 1.088
34 H 1.8508 -4.7792 -4.4517  C41 1.090
35 H -3.1996 2.8225 -6.0216  C72 1.090
36 O 1.6342 -8.1219 8.6139  S37 1.493
37 S 2.6031 -7.1723 7.9904  C11 1.796, O36 1.493, C103 1.791
38 H 2.7719 -5.9946 10.0582  C11 1.090
39 H 3.6384 4.9926 -2.7769  C121 1.090
40 H -0.7595 3.0714 -4.0963  C10 1.091
41 C 2.3724 -3.9877 -3.9137  H17 1.090, H34 1.090, H118 1.088, S128 1.796
42 H 4.4193 -8.6772 7.9395  C103 1.088
43 H 2.0509 2.0346 2.5319  C70 1.088
44 H -6.6126 -2.4193 7.2502  C115 1.090
45 O -4.3790 2.9584 1.0774  C20 1.432, C92 1.406
46 H 9.7935 4.5271 -3.1432  C105 1.090
47 H -3.0701 4.3719 3.8109  N96 1.015
48 H -8.6599 9.0012 -11.0041  C84 1.090
49 H -3.4100 5.6746 -8.9042  C102 1.088
50 H -2.3146 2.3542 -7.4840  C72 1.088
51 B -2.5125 2.6955 -0.6158  O4 1.384, O68 1.393, O79 1.378
52 S 6.4797 -8.4093 12.2949  C53 1.796, C78 1.796, O119 1.486
53 C 7.9633 -9.3878 12.5545  H5 1.090, S52 1.796, H56 1.090, H113 1.088
54 C -3.0510 2.4308 3.1186  H19 1.105, C20 1.555, N96 1.471, C137 1.527
55 S 3.7774 2.6220 -2.9224  O87 1.497, C90 1.787, C121 1.791
56 H 8.0204 -9.6911 13.5998  C53 1.090
57 H 10.4155 2.8709 -3.4536  C105 1.090
58 H 3.7637 4.4204 -4.4772  C121 1.090
59 S 2.5138 -5.2946 3.7356  C74 1.790, O110 1.488, C124 1.797
60 H 1.3589 -3.3280 4.4253  C74 1.090
61 H -2.8620 2.5026 -12.1015  C135 1.088
62 H -7.7386 5.8620 -13.0810  C91 1.088
63 H -3.1792 4.5317 1.6450  C92 1.098
64 H -0.8898 2.6734 0.5001  O79 0.961
65 H -4.2576 3.6111 -11.9651  C135 1.089
66 H 1.1894 -7.1230 4.4410  C124 1.088
67 H 3.4024 -5.0325 8.6761  C11 1.090
68 O -2.9047 3.9961 -0.3059  B51 1.393, C92 1.399
69 C -2.4575 -0.0309 2.7345  H83 1.091, H95 1.095, F127 1.396, C137 1.524
70 C 1.9876 1.6660 1.5098  S7 1.795, H31 1.091, H43 1.088, H112 1.092
71 H 8.3865 1.9447 -2.1637  C130 1.090
72 C -2.2088 2.6521 -6.4431  H35 1.090, H50 1.088, H100 1.091, S101 1.790
73 H -4.5033 4.9498 0.5152  C92 1.095
74 C 1.8383 -3.6534 3.5022  S59 1.790, H60 1.090, H82 1.089, H94 1.086
75 H 2.5123 -1.3507 -0.4598  C76 1.090
76 C 2.2380 -0.3222 -0.2246  S7 1.784, H75 1.090, H80 1.090, H106 1.092
77 H 5.2069 4.4348 -3.4437  C121 1.089
78 C 5.3105 -9.7144 12.6885  H23 1.088, S52 1.796, H120 1.090, H126 1.090
79 O -1.2391 2.2733 -0.3003  B51 1.378, H64 0.961
80 H 2.8571 0.3673 -0.7986  C76 1.090
81 S -7.1416 7.1674 -11.2089  O26 1.489, C84 1.795, C91 1.795
82 H 1.1249 -3.6607 2.6790  C74 1.089
83 H -2.9835 0.1187 1.7907  C69 1.091
84 C -7.5762 8.9028 -11.0659  H48 1.090, S81 1.795, H88 1.088, H93 1.090
85 C 1.7601 -5.2460 -1.6338  H12 1.090, H13 1.088, H108 1.090, S128 1.797
86 H -7.5205 7.5761 -13.5283  C91 1.090
87 O 4.1347 2.5433 -1.4705  S55 1.497
88 H -7.1197 9.2753 -10.1515  C84 1.088
89 O 1.5281 -0.8267 2.2628  S7 1.493
90 C 1.9939 2.7206 -2.9831  H21 1.088, S55 1.787, H99 1.090, H117 1.091
91 C -7.9407 6.8913 -12.7924  H28 1.090, H62 1.088, S81 1.795, H86 1.090
92 C -3.7636 4.1870 0.7817  O45 1.406, H63 1.098, O68 1.399, H73 1.095
93 H -7.1822 9.4413 -11.9272  C84 1.090
94 H 2.6534 -2.9798 3.2543  C74 1.086
95 H -1.3822 -0.1105 2.5419  C69 1.095
96 N -2.9700 3.4354 4.1895  H47 1.015, C54 1.471, H104 1.015
97 S -2.8031 3.7241 -10.0822  O29 1.491, C102 1.790, C135 1.795
98 H -6.7546 -2.5966 4.1296  C33 1.090
99 H 1.6687 2.9019 -4.0077  C90 1.090
100 H -1.5944 3.5504 -6.3652  C72 1.091
101 S -1.4051 1.3208 -5.5569  O6 1.492, C10 1.790, C72 1.790
102 C -3.5067 5.3646 -9.9432  H22 1.090, H27 1.088, H49 1.088, S97 1.790
103 C 4.2390 -7.7350 8.4528  H16 1.088, S37 1.791, H42 1.088, H107 1.089
104 H -2.0481 3.4115 4.6130  N96 1.015
105 C 9.8380 3.7031 -3.8550  S25 1.796, H46 1.090, H57 1.090, H122 1.088
106 H 1.1784 -0.1591 -0.4306  C76 1.092
107 H 4.9787 -6.9996 8.1383  C103 1.089
108 H 1.2532 -6.0063 -2.2281  C85 1.090
109 O 3.7691 -3.5429 -1.7216  S128 1.486
110 O 3.3507 -5.2525 4.9650  S59 1.488
111 H -5.6606 -3.6051 5.1382  C33 1.090
112 H 2.6367 2.2491 0.8535  C70 1.092
113 H 8.8136 -8.7563 12.3063  C53 1.088
114 H -2.3288 2.3556 -3.6096  C10 1.089
115 C -6.7377 -1.4820 6.7084  H14 1.090, S15 1.795, H44 1.090, H123 1.088
116 H 1.6458 -5.2184 8.9080  C11 1.088
117 H 1.6638 3.5202 -2.3184  C90 1.091
118 H 3.1238 -3.5369 -4.5584  C41 1.088
119 O 6.3754 -8.1823 10.8297  S52 1.486
120 H 5.4792 -10.5574 12.0191  C78 1.090
121 C 4.1271 4.2947 -3.4574  H39 1.090, S55 1.791, H58 1.090, H77 1.089
122 H 10.2784 4.0410 -4.7907  C105 1.088
123 H -6.7016 -0.6466 7.4042  C115 1.088
124 C 0.9687 -6.0844 4.2036  H9 1.090, S59 1.797, H66 1.088, H134 1.090
125 H 6.7047 2.3967 -2.5064  C130 1.091
126 H 5.4318 -10.0102 13.7305  C78 1.090
127 F -2.8869 -1.2528 3.2545  C69 1.396
128 S 3.2317 -4.6885 -2.5005  C41 1.796, C85 1.797, O109 1.486
129 H -5.0138 -2.7124 3.7342  C33 1.088
130 C 7.7387 2.7428 -2.5265  S25 1.788, H71 1.090, H125 1.091, H131 1.090
131 H 7.8421 3.6333 -1.9063  C130 1.090
132 H -1.9337 1.1753 4.4246  C137 1.098
133 H -0.8151 1.4912 -3.2661  C10 1.088
134 H 0.2691 -6.0319 3.3691  C124 1.090
135 C -3.1828 3.5039 -11.8225  H1 1.090, H61 1.088, H65 1.089, S97 1.795
136 O -5.7123 -0.0713 4.7431  S15 1.491
137 C -2.7873 1.0631 3.7434  H8 1.093, C54 1.527, C69 1.524, H132 1.098